# 1
Below is 2 unconnected molecules or ions with the total composition CH6NO2, with properties calculated with wB97M-V/def2-TZVPD.

## Properties
Spin multiplicity: 1
Total charge: -1
HOMO energy in eV: -3.32
Energy in Ha: -246.9351
Orbital gap in eV: 8.21
LUMO in eV: 4.9

Cartesian coordinates (Å):
1 N -0.44 1.36 0.49
2 C 0.73 0.55 0.80
3 O 1.04 -0.55 0.01
4 H -1.34 0.87 0.68
5 H -0.40 1.30 -0.56
6 H 0.65 0.20 1.82
7 H 1.60 1.30 0.74
8 H -0.12 -0.90 -0.65
9 H -0.86 -1.28 -1.98
10 O -1.14 -1.24 -1.05


# 2
Below is a single C11H13Cl2NO2 molecule, with properties calculated with wB97M-V/def2-TZVPD.

## Properties
Spin multiplicity: 1
HOMO energy in eV: -9.29
Structure (SMILES): COC[C@H](C)NC(=O)c1ccc(Cl)c(Cl)c1
Energy in Ha: -1552.5994
Orbital gap in eV: 9.83
LUMO in eV: 0.5

Cartesian coordinates (Å):
1 C 4.81 -1.20 -0.69
2 O 3.56 -1.81 -0.53
3 C 3.37 -2.33 0.77
4 C 1.97 -2.97 0.83
5 N 0.99 -1.97 0.46
6 C 0.14 -1.41 1.34
7 O 0.03 -1.78 2.49
8 C -0.70 -0.30 0.78
9 C -0.24 0.57 -0.19
10 C -1.05 1.60 -0.65
11 C -2.33 1.76 -0.13
12 C -2.79 0.90 0.85
13 C -1.98 -0.12 1.31
14 H -2.31 -0.78 2.09
15 H -3.78 1.04 1.25
16 Cl -3.34 3.03 -0.71
17 Cl -0.45 2.68 -1.86
18 H 0.76 0.49 -0.59
19 H 1.08 -1.61 -0.48
20 C 1.87 -4.17 -0.10
21 H 2.14 -3.88 -1.11
22 H 2.55 -4.96 0.23
23 H 0.86 -4.57 -0.09
24 H 1.75 -3.25 1.86
25 H 4.13 -3.08 1.00
26 H 3.44 -1.53 1.52
27 H 5.63 -1.91 -0.53
28 H 4.94 -0.36 0.01
29 H 4.85 -0.83 -1.71


# 3
Below is a molecular structure, C4H18HgO6, with properties calculated with wB97M-V/def2-TZVPD.

## Properties
Spin multiplicity: 2
Total charge: +1
HOMO energy (alpha / beta) in eV: -10.45 / -10.46
Energy in Ha: -767.6457
Orbital gap (alpha / beta) in eV: 6.76 / 4.47
LUMO (alpha / beta) in eV: -3.7 / -6.0

Cartesian coordinates (Å):
1 Hg 0.41 0.59 0.23
2 C 0.74 -3.36 1.83
3 C 1.86 -2.45 1.22
4 O 1.52 -1.52 0.24
5 H 0.00 -2.79 2.39
6 H 1.14 -4.06 2.57
7 H 0.22 -3.99 1.10
8 H 2.72 -3.01 0.86
9 H 2.23 -1.82 2.03
10 C -2.78 0.57 -2.75
11 C -2.97 0.39 -1.22
12 O -1.79 0.21 -0.44
13 H -2.34 -0.33 -3.19
14 H -2.15 1.43 -3.00
15 H -3.70 0.84 -3.26
16 H -3.61 -0.48 -1.08
17 H -3.52 1.26 -0.85
18 O 2.40 1.54 0.76
19 H 2.85 1.40 1.60
20 H 3.08 1.85 0.17
21 O 0.06 0.69 2.45
22 H -0.12 1.42 3.04
23 H -0.22 -0.09 2.94
24 O 0.07 2.87 -0.09
25 H -0.70 3.38 0.13
26 H 0.62 3.47 -0.59
27 O 1.32 0.76 -1.98
28 H 0.96 1.27 -2.71
29 H 1.68 -0.02 -2.40


# 4
Below is a molecular structure, C38H41AuN4O3S, with properties calculated with wB97M-V/def2-TZVPD.

## Properties
Spin multiplicity: 1
HOMO energy in eV: -7.55
Energy in Ha: -2451.2148
Orbital gap in eV: 7.85
LUMO in eV: 0.3

Cartesian coordinates (Å):
1 Au 1.18 -0.73 -0.44
2 O -0.09 -1.48 3.59
3 S -0.08 -0.48 2.55
4 O -1.15 -0.53 1.58
5 N 1.29 -0.40 1.73
6 C 2.50 -0.23 2.42
7 C 2.71 -0.62 3.73
8 C 3.94 -0.41 4.39
9 C 4.99 0.18 3.76
10 C 4.84 0.60 2.42
11 C 5.89 1.24 1.72
12 C 5.70 1.66 0.44
13 C 4.43 1.44 -0.14
14 N 3.44 0.86 0.48
15 C 3.61 0.41 1.74
16 C -0.26 1.09 3.38
17 C 0.07 1.22 4.72
18 C -0.06 2.46 5.33
19 C -0.51 3.56 4.61
20 C -0.86 3.41 3.27
21 C -0.73 2.18 2.65
22 H 1.94 -1.15 4.25
23 H 4.03 -0.74 5.41
24 H 5.94 0.34 4.27
25 H 6.83 1.39 2.23
26 H 6.48 2.15 -0.12
27 H 4.24 1.77 -1.16
28 H 0.39 0.36 5.28
29 H 0.19 2.57 6.38
30 H -0.61 4.52 5.09
31 H -1.23 4.26 2.71
32 H -1.01 2.05 1.62
33 C -2.18 -2.49 -3.62
34 C -1.72 -3.51 -2.61
35 C -1.66 -4.86 -2.96
36 C -1.24 -5.81 -2.05
37 C -0.88 -5.43 -0.77
38 C -0.93 -4.09 -0.38
39 C -0.54 -3.69 1.01
40 C -1.36 -3.14 -1.31
41 N -1.31 -1.76 -1.03
42 C -2.30 -1.11 -0.58
43 C -3.57 -1.73 -0.06
44 C -2.22 0.40 -0.60
45 C -3.15 1.15 0.32
46 N -1.42 0.93 -1.44
47 C -1.43 2.32 -1.68
48 C -0.27 3.08 -1.45
49 C 1.02 2.46 -0.97
50 C -0.30 4.44 -1.72
51 C -1.42 5.05 -2.24
52 C -2.54 4.28 -2.53
53 C -2.56 2.92 -2.25
54 C -3.79 2.13 -2.62
55 H -1.86 -2.77 -4.62
56 H -1.78 -1.50 -3.38
57 H -3.27 -2.41 -3.63
58 H -1.94 -5.15 -3.97
59 H -1.19 -6.86 -2.34
60 H -0.56 -6.17 -0.05
61 H -0.38 -4.57 1.64
62 H -1.28 -3.05 1.48
63 H 0.39 -3.11 1.01
64 H -3.54 -2.81 -0.17
65 H -4.45 -1.34 -0.58
66 H -3.67 -1.49 1.00
67 H -2.96 0.82 1.34
68 H -4.19 0.94 0.08
69 H -2.98 2.22 0.25
70 H 0.87 1.54 -0.41
71 H 1.57 3.15 -0.34
72 H 1.66 2.20 -1.81
73 H 0.59 5.03 -1.51
74 H -1.42 6.11 -2.45
75 H -3.41 4.74 -2.97
76 H -4.21 2.50 -3.55
77 H -4.57 2.23 -1.86
78 H -3.58 1.07 -2.73
79 C 1.81 -3.30 -2.36
80 O 1.45 -2.09 -3.07
81 C 1.32 -0.97 -2.44
82 C 1.00 0.12 -3.41
83 H 1.11 -4.07 -2.66
84 H 1.76 -3.12 -1.29
85 H 2.82 -3.55 -2.67
86 H 1.46 -0.05 -4.38
87 H 1.27 1.09 -3.00
88 H -0.09 0.11 -3.53


# 5
Below is a molecular structure, C2H3AgFLi2O, with properties calculated with wB97M-V/def2-TZVPD.

## Properties
Spin multiplicity: 1
Total charge: +1
HOMO energy in eV: -10.79
Energy in Ha: -414.8152
Orbital gap in eV: 5.11
LUMO in eV: -5.7

Cartesian coordinates (Å):
1 O -0.45 -2.34 1.07
2 C 0.54 -3.06 0.98
3 C 1.85 -2.50 1.04
4 Ag 0.14 -0.41 -0.71
5 Li 1.37 2.65 -1.21
6 F 0.77 1.51 0.03
7 H 0.45 -4.10 0.66
8 H 2.04 -1.79 1.84
9 H 2.67 -3.18 0.84
10 Li 0.45 0.04 0.88


# 6
Below is a molecular structure, C33H63Cl2GeN4NaO4P2Si3, with properties calculated with wB97M-V/def2-TZVPD.

## Properties
Spin multiplicity: 2
Total charge: -1
HOMO energy (alpha / beta) in eV: -2.30 / -4.98
Energy in Ha: -6526.2551
Orbital gap (alpha / beta) in eV: 4.29 / 6.97
LUMO (alpha / beta) in eV: 2.0 / 2.0

Cartesian coordinates (Å):
1 Na 0.07 -0.50 0.31
2 N -3.93 0.51 1.71
3 C -2.97 -0.19 2.56
4 C -2.03 -1.08 1.75
5 O -0.89 -1.32 2.24
6 N -2.53 -1.52 0.61
7 C -1.83 -2.64 0.03
8 C -0.86 -2.50 -1.15
9 O -0.02 -3.37 -1.33
10 O -0.99 -1.47 -1.98
11 H -4.77 0.72 2.23
12 H -4.17 -0.15 0.96
13 H -3.45 -0.87 3.27
14 H -2.37 0.51 3.14
15 H -2.59 -3.30 -0.42
16 H -1.29 -3.24 0.76
17 C 1.43 0.38 4.05
18 P 2.11 0.41 2.34
19 C 3.06 1.96 2.38
20 N 4.15 2.00 3.17
21 C 4.82 3.19 3.22
22 C 6.00 3.30 3.97
23 C 6.70 4.50 4.04
24 C 6.23 5.62 3.36
25 C 5.06 5.53 2.61
26 C 4.34 4.33 2.52
27 N 3.19 4.29 1.77
28 C 2.58 3.09 1.71
29 P 1.00 3.00 0.76
30 C -0.22 3.52 2.05
31 C 1.00 4.49 -0.37
32 C -0.25 4.34 -1.24
33 C 0.94 5.84 0.34
34 C 2.23 4.43 -1.28
35 C 3.39 -0.97 2.38
36 C 4.04 -1.19 3.75
37 C 4.47 -0.65 1.35
38 C 2.64 -2.24 1.96
39 H 2.21 0.58 4.78
40 H 0.95 -0.58 4.23
41 H 0.67 1.15 4.12
42 H 6.35 2.42 4.50
43 H 7.60 4.56 4.63
44 H 6.77 6.55 3.41
45 H 4.68 6.39 2.07
46 H 0.18 4.30 2.70
47 H -0.48 2.65 2.66
48 H -1.13 3.87 1.57
49 H -1.17 4.43 -0.66
50 H -0.27 3.37 -1.75
51 H -0.27 5.13 -2.00
52 H 0.02 5.96 0.91
53 H 0.97 6.65 -0.40
54 H 1.79 5.96 1.01
55 H 2.27 3.49 -1.83
56 H 3.15 4.54 -0.69
57 H 2.18 5.25 -2.00
58 H 4.50 -0.27 4.11
59 H 4.81 -1.96 3.66
60 H 3.31 -1.53 4.48
61 H 5.09 0.18 1.68
62 H 4.03 -0.39 0.38
63 H 5.11 -1.53 1.20
64 H 1.76 -2.42 2.58
65 H 3.31 -3.11 2.04
66 H 2.31 -2.17 0.92
67 Cl -2.70 1.16 -1.50
68 C -3.58 2.47 -0.73
69 Cl -3.94 3.81 -1.86
70 H -2.99 2.85 0.10
71 H -4.53 2.08 -0.37
72 O 1.83 -0.11 -1.24
73 C 2.33 0.88 -1.45
74 C 2.33 -2.99 -5.58
75 Si 1.70 -3.23 -3.81
76 C 1.27 -5.04 -3.63
77 C 3.09 -2.78 -2.64
78 Ge -0.23 -1.83 -3.71
79 Si -2.09 -3.02 -4.63
80 C -2.62 -4.39 -3.47
81 C -3.52 -1.82 -4.85
82 C -1.62 -3.78 -6.29
83 Si 0.04 0.23 -4.92
84 C -0.15 -0.33 -6.71
85 C 1.74 0.98 -4.73
86 C -1.26 1.55 -4.61
87 H 3.16 -3.68 -5.76
88 H 2.68 -1.98 -5.76
89 H 1.55 -3.22 -6.31
90 H 2.18 -5.64 -3.67
91 H 0.62 -5.37 -4.44
92 H 0.77 -5.23 -2.68
93 H 3.96 -3.40 -2.88
94 H 2.82 -2.98 -1.60
95 H 3.39 -1.74 -2.72
96 H -3.02 -3.99 -2.54
97 H -1.78 -5.04 -3.21
98 H -3.40 -5.00 -3.94
99 H -3.69 -1.27 -3.93
100 H -4.44 -2.34 -5.11
101 H -3.31 -1.09 -5.64
102 H -0.84 -4.52 -6.17
103 H -1.28 -3.03 -7.01
104 H -2.49 -4.28 -6.73
105 H 0.51 -1.16 -6.97
106 H 0.09 0.50 -7.38
107 H -1.18 -0.64 -6.92
108 H 2.54 0.24 -4.82
109 H 1.90 1.74 -5.51
110 H 1.86 1.48 -3.77
111 H -2.26 1.13 -4.56
112 H -1.22 2.27 -5.42
113 H -1.08 2.08 -3.67


Summary of strongest force on any atom in eV/A
2.34, 0.40, 4.04, 0.90, 8.82, 0.67
(order as listed above)
Summary of energy relative to the best compared isomer or geometry (same formula, charge and spin) in eV
0.385, 0.000, 0.000, 0.000, 4.140, 0.000
(order as listed above)